Record 1
{
  "formula": "B2F8K",
  "method": "the ωB97M-V functional and the def2-TZVPD basis",
  "species": ["F", "F", "F", "B", "F", "F", "F", "K", "F", "F", "B"],
  "positions_angstrom": [[-0.3663, 2.7419, 0.6063], [-0.8042, -1.1469, -1.0359], [0.6337, -1.1316, 0.6312], [0.4554, -1.5636, -0.6350], [-1.4471, 1.0642, 1.8821], [-1.2753, 1.1117, -0.2906], [1.4223, -0.9110, -1.3378], [0.7859, 0.6174, -0.8348], [0.5795, -2.9523, -0.8134], [0.6105, 0.7495, 0.9896], [-0.5944, 1.4207, 0.8384]],
  "atomic_forces_ev_per_a": [[1.065, 2.558, 1.094], [-0.562, -0.689, -0.992], [0.320, -4.506, 1.440], [-1.786, -4.493, 0.752], [0.240, 0.530, 0.828], [-2.548, -1.094, -1.801], [6.881, -11.953, -6.149], [-0.942, 14.805, -7.239], [0.111, 0.134, 0.074], [-0.437, 4.403, 9.643], [-2.342, 0.306, 2.350]],
  "molar_mass_g_mol": 212.71,
  "e_tot_ha": -1448.89168,
  "relative_energy_ev": 8.701,
  "orbital_gap_ev": 10.33,
  "total_charge": -1,
  "homo_ev": -7.83
}

---

Record 2
{
  "formula": "B2F8Sn",
  "method": "the ωB97M-V functional and the def2-TZVPD basis",
  "species": ["F", "F", "F", "F", "Sn", "F", "F", "B", "F", "B", "F"],
  "positions_angstrom": [[-0.1120, -1.4329, -1.2544], [1.2244, 0.2835, 3.4786], [1.1253, 0.9689, 1.2906], [-0.1680, 0.7115, -1.9914], [-0.0296, 0.0780, 0.0722], [-0.4415, 1.6698, 2.6837], [0.4145, -1.0237, -3.4024], [0.3712, 0.5548, 2.3911], [-0.3725, -0.4419, 1.9354], [-0.3604, -0.5679, -2.3591], [-1.6513, -0.8002, -2.8441]],
  "atomic_forces_ev_per_a": [[0.525, -2.710, -0.212], [-1.094, -0.353, -1.692], [5.147, 2.354, 1.271], [0.679, 2.547, -1.032], [-3.666, 1.127, -4.213], [0.219, -1.028, -0.328], [1.309, 0.612, 0.562], [1.651, 4.887, 7.676], [-2.396, -4.656, 2.940], [-2.130, -3.394, -6.426], [-0.245, 0.613, 1.455]],
  "molar_mass_g_mol": 292.32,
  "e_tot_ha": -1063.23024,
  "relative_energy_ev": 2.665,
  "orbital_gap_ev": 9.10,
  "homo_ev": -10.98
}

---

Record 3
{
  "formula": "B3BrFH69O37P2S",
  "method": "the ωB97M-V functional and the def2-TZVPD basis",
  "species": ["O", "H", "H", "F", "H", "H", "O", "H", "O", "H", "H", "O", "H", "H", "H", "O", "H", "H", "H", "O", "H", "O", "H", "H", "H", "O", "H", "H", "O", "O", "H", "P", "H", "O", "O", "H", "O", "H", "O", "H", "O", "H", "H", "H", "O", "O", "H", "O", "H", "H", "O", "H", "B", "H", "H", "H", "H", "H", "Br", "B", "P", "H", "H", "H", "H", "H", "H", "O", "H", "H", "H", "H", "H", "H", "H", "O", "O", "O", "H", "O", "H", "O", "B", "H", "H", "H", "H", "O", "O", "O", "O", "S", "O", "O", "O", "H", "H", "H", "H", "H", "O", "H", "H", "H", "H", "H", "H", "H", "O", "H", "O", "H", "O", "O"],
  "positions_angstrom": [[-4.9508, -2.6261, 1.9140], [-6.2385, 0.4813, -1.0074], [0.2545, 3.6263, -6.4132], [-0.9357, -1.8892, 1.0985], [-3.5053, -4.2028, -1.1668], [3.6420, 2.5585, -8.4544], [2.2219, -8.7264, 4.6313], [1.5541, -8.0764, 4.8943], [-4.4535, -4.0761, -1.0708], [-0.9351, -2.7092, 6.8220], [-1.5639, 8.2430, -4.2279], [-5.1819, 1.9850, 1.2903], [-4.4662, 0.8868, 5.2599], [-0.1845, 2.9173, -1.2889], [0.2449, 4.8757, -3.0556], [4.0333, 2.4074, -7.5846], [1.3174, 4.6799, -6.1030], [2.7346, 3.5267, -9.7840], [0.9444, 6.8044, -5.6548], [-1.3392, 9.0092, -4.7731], [0.5401, 1.8820, -4.0006], [0.5225, -0.7276, 2.4478], [-5.3969, 4.2429, 0.7561], [3.0906, 5.8959, -8.1260], [1.4934, -10.4309, 0.2769], [5.8654, 5.7424, -1.0105], [1.9003, -11.1524, -2.0377], [-0.2154, -6.9314, 6.1604], [4.2261, 5.5049, 2.0147], [-2.3904, -2.3770, 3.8570], [-0.0210, -4.0562, 1.9994], [-0.7464, 1.2467, 4.0668], [4.1772, 4.8800, 2.7464], [2.9506, 4.7219, -4.4209], [0.0842, -11.5784, 5.6755], [4.2617, 3.2898, -7.2763], [1.7329, -7.5649, 1.7614], [2.0918, 4.6741, -3.9850], [1.8039, 6.8521, -6.0893], [-6.1353, 0.8274, -2.4793], [1.2005, 1.4393, 1.8171], [-2.0648, -3.0795, 4.4398], [0.1588, 4.7059, 6.7630], [-0.3970, -5.4508, 5.8721], [0.6194, 1.2490, -4.7231], [0.3671, 4.5783, -6.2830], [-1.0644, 3.3736, 3.8167], [-3.1133, 3.6074, 5.7822], [3.0107, -8.4529, 5.1145], [0.8705, -11.3174, 6.1626], [-0.7911, 4.8293, 6.8618], [-4.5372, -3.4501, -0.3392], [-0.0640, -0.9060, 1.2033], [3.0511, -10.1770, 6.3172], [1.7391, 2.8054, -10.6722], [1.5924, -8.1991, 2.4749], [4.4815, -9.9399, 6.7828], [6.2081, 3.0132, 0.1854], [-2.6773, 1.2331, 2.9406], [0.8273, 1.1408, 0.5399], [1.0836, 2.4856, -0.8541], [-0.8761, 5.4672, 7.5782], [-5.1294, 1.7572, 0.3535], [5.7081, 4.9640, -0.4570], [-0.3662, 4.1090, -4.2205], [-6.4504, 5.0093, 1.5452], [-2.1578, 3.4998, 5.7000], [0.9874, -10.9383, -1.8174], [1.7163, 1.9077, -1.9742], [3.5053, 5.2337, 1.4275], [-5.5568, -1.9465, 2.2241], [3.3817, 5.4800, -4.0132], [-4.1323, -2.4495, 2.4003], [-0.2368, 4.5997, -10.0639], [-3.8649, 1.6424, 6.4241], [-0.5708, -8.9487, 4.2992], [5.2541, 3.0714, 0.3178], [2.6852, 2.8787, -10.4987], [0.4669, -11.4017, -2.4805], [-6.3485, 4.3667, 0.8356], [5.1458, 3.7220, 1.0259], [-5.7995, 1.0871, -1.6155], [0.4426, 0.6411, 2.6757], [0.1026, -3.4628, 6.0021], [-1.0885, -9.4127, 3.6331], [-1.6461, -2.1904, 3.2773], [-0.5587, -4.8357, 0.8120], [-4.0936, 0.7489, 6.1358], [-0.4495, 2.8601, 4.3657], [0.0488, 3.9804, -3.3553], [1.8630, -10.5211, 1.1631], [2.1244, 3.9644, -0.0871], [-1.7227, 6.2726, -3.8739], [3.5677, -9.7144, 6.9876], [-0.1841, -4.9523, 1.6910], [6.2034, 6.4043, -0.3991], [-0.5705, -10.9122, 5.9120], [-3.2038, 4.2442, 6.4965], [1.2603, -6.7806, 2.0634], [1.5689, 1.1622, -4.8669], [0.2344, -0.0633, 0.1620], [-1.9955, 6.4725, -4.7791], [2.0054, -9.6123, 1.4495], [1.8023, 5.0981, -8.0686], [-0.9585, 9.6416, -4.1563], [0.3410, -9.1731, 4.0801], [-0.8791, 3.8404, -11.2127], [-2.5375, 6.0024, -3.4349], [-0.4772, 3.7107, -10.3473], [2.2212, 7.6237, -5.6926], [-0.8486, -3.3241, 6.0849], [-6.1153, 2.1764, 1.4332], [-0.0055, -6.2542, 5.5087], [2.6582, 5.1291, -8.5152]],
  "atomic_forces_ev_per_a": [[0.157, 0.160, -0.140], [0.004, -0.070, -0.076], [0.005, 0.002, -0.045], [0.018, -0.255, -0.463], [-0.029, -0.034, -0.040], [0.085, -0.252, 0.050], [-0.233, 0.201, 0.035], [0.168, 0.194, 0.069], [0.074, 0.171, 0.031], [-0.185, 0.027, -0.063], [0.112, 0.127, 0.161], [0.169, -0.497, -0.036], [0.039, -0.039, -0.012], [0.056, -0.570, -0.103], [-0.275, 0.011, 0.122], [-0.037, 0.033, 0.011], [-0.028, 0.016, 0.182], [-0.054, 0.378, -0.241], [-0.077, 0.017, -0.165], [0.037, -0.073, 0.033], [0.021, 0.114, -0.039], [-1.085, 0.501, -0.058], [-0.023, -0.180, 0.082], [-0.032, 0.000, 0.005], [-0.137, -0.062, -0.024], [0.150, 0.019, 0.125], [-0.001, 0.022, 0.036], [-0.154, -0.073, -0.137], [0.169, -0.298, -0.065], [-0.112, -0.099, -0.280], [-0.026, -0.027, 0.039], [0.001, -0.342, 1.731], [-0.115, 0.114, 0.078], [-0.104, -0.099, 0.014], [-0.015, -0.110, 0.157], [-0.068, -0.001, 0.038], [-0.013, -0.128, 0.118], [0.059, -0.249, 0.091], [-0.038, 0.376, 0.065], [0.092, 0.078, -0.048], [-1.117, -0.202, -0.193], [-0.074, 0.248, 0.045], [-0.036, -0.075, -0.082], [-0.152, -0.046, -0.042], [0.023, 0.076, 0.034], [0.144, -0.292, -0.084], [0.404, 0.355, -0.039], [-0.219, -0.213, -0.095], [0.017, -0.035, -0.029], [-0.010, -0.034, 0.009], [0.172, 0.143, 0.148], [-0.109, -0.099, 0.147], [0.389, -0.610, 0.180], [-0.008, 0.045, -0.012], [-0.046, -0.010, 0.055], [0.121, 0.300, 0.199], [-0.008, -0.060, 0.107], [-0.023, -0.175, 0.049], [0.564, 0.089, -0.314], [0.425, -0.088, -1.177], [0.701, 0.946, 0.780], [-0.012, -0.007, -0.018], [0.055, 0.057, -0.049], [-0.244, 0.050, -0.292], [0.101, 0.171, -0.013], [-0.045, 0.017, -0.049], [0.046, 0.075, 0.209], [0.153, -0.010, -0.057], [-0.410, -0.209, 0.057], [0.003, 0.087, 0.064], [-0.023, -0.034, -0.014], [0.113, -0.069, -0.013], [0.036, -0.167, 0.175], [0.028, -0.027, 0.022], [0.063, 0.051, -0.163], [-0.038, 0.035, -0.057], [0.379, 0.163, 0.038], [0.004, -0.086, 0.167], [-0.082, 0.021, 0.076], [-0.188, 0.402, 0.010], [-0.132, -0.044, 0.035], [-0.104, -0.109, 0.200], [0.989, 0.364, 0.000], [0.001, 0.129, -0.063], [-0.028, 0.030, 0.017], [0.005, 0.014, 0.011], [-0.010, -0.100, 0.010], [-0.047, 0.018, 0.164], [-0.653, -0.503, -0.786], [0.211, -0.070, -0.078], [0.037, 0.014, 0.085], [-0.274, 0.166, -0.359], [-0.198, 0.232, -0.183], [0.115, 0.004, -0.120], [0.120, 0.023, 0.007], [-0.057, 0.025, -0.022], [0.038, 0.085, -0.177], [0.051, 0.044, -0.036], [-0.173, 0.153, -0.170], [-0.021, 0.014, -0.097], [-0.215, 0.383, 0.671], [0.050, -0.268, -0.065], [0.095, -0.123, -0.331], [0.021, 0.058, 0.051], [-0.024, 0.037, -0.053], [-0.147, -0.435, 0.025], [-0.004, -0.059, 0.009], [0.061, -0.042, 0.058], [0.069, 0.069, -0.047], [0.048, -0.001, -0.077], [0.370, -0.262, 0.134], [0.048, 0.250, -0.019], [0.228, 0.095, 0.222], [-0.136, -0.080, -0.032]],
  "molar_mass_g_mol": 886.87,
  "e_tot_ha": -6654.91569,
  "relative_energy_ev": 0.000,
  "orbital_gap_ev": 8.05,
  "homo_ev": -8.96
}

---

Record 4
{
  "formula": "B3F12MnN2O6",
  "method": "the ωB97M-V functional and the def2-TZVPD basis",
  "species": ["Mn", "B", "F", "F", "F", "O", "F", "F", "F", "F", "F", "F", "O", "F", "F", "O", "O", "B", "B", "N", "N", "O", "O", "F"],
  "positions_angstrom": [[-0.0480, -0.1118, -0.1102], [-0.5557, -2.1555, -1.7234], [-1.2646, -0.9927, -1.5329], [-1.2731, 0.6028, 1.7950], [1.0001, -0.9698, 1.7122], [-0.5455, 1.9176, -0.5923], [2.9765, -0.0201, 2.4219], [-2.8857, -0.6339, 2.6693], [-3.1283, 0.0015, 0.5559], [-1.4359, -3.2403, -1.7534], [0.9950, 0.5523, 3.4557], [-1.4952, -1.3069, 1.0743], [3.4608, -0.6633, -2.2622], [1.2932, 1.2351, 1.4604], [0.2015, -2.2207, -0.6246], [3.2861, 1.2712, -1.4384], [-1.5286, 3.6621, -0.2079], [1.5952, 0.1772, 2.2546], [-2.2487, -0.2755, 1.5356], [2.8168, 0.1849, -1.6548], [-1.3679, 2.7511, -0.9520], [-1.8761, 2.5315, -2.0424], [1.7623, -0.1602, -1.2075], [0.2658, -2.1366, -2.8328]],
  "atomic_forces_ev_per_a": [[0.758, 1.484, 0.890], [-0.387, -1.642, -1.489], [-1.650, 1.698, -1.308], [1.087, 3.499, 0.527], [0.175, -0.632, -0.143], [2.550, -2.617, 1.110], [0.056, -0.142, 0.019], [-1.487, -0.487, 2.181], [-1.672, 1.434, -1.399], [-0.420, -0.457, -0.412], [0.124, -0.791, 1.495], [1.047, -3.598, -1.127], [1.371, -1.164, -1.561], [0.322, 1.101, -2.135], [2.183, -1.113, 2.540], [0.713, 2.821, 0.233], [-1.899, 3.842, 1.142], [0.165, 0.426, 1.321], [-0.308, -0.916, 0.343], [2.484, -0.875, -0.407], [1.126, -2.623, -1.032], [-1.885, 1.393, -1.455], [-4.206, -0.654, 1.547], [-0.248, 0.012, -0.878]],
  "spin_multiplicity": 6,
  "molar_mass_g_mol": 439.36,
  "e_tot_ha": -2985.42876,
  "relative_energy_ev": 1.828,
  "orbital_gap_ev": [7.82, 7.91],
  "total_charge": -3,
  "homo_ev": [0.00, -0.09]
}

---

Repeat the first record exactly.
{
  "formula": "B2F8K",
  "method": "the ωB97M-V functional and the def2-TZVPD basis",
  "species": ["F", "F", "F", "B", "F", "F", "F", "K", "F", "F", "B"],
  "positions_angstrom": [[-0.3663, 2.7419, 0.6063], [-0.8042, -1.1469, -1.0359], [0.6337, -1.1316, 0.6312], [0.4554, -1.5636, -0.6350], [-1.4471, 1.0642, 1.8821], [-1.2753, 1.1117, -0.2906], [1.4223, -0.9110, -1.3378], [0.7859, 0.6174, -0.8348], [0.5795, -2.9523, -0.8134], [0.6105, 0.7495, 0.9896], [-0.5944, 1.4207, 0.8384]],
  "atomic_forces_ev_per_a": [[1.065, 2.558, 1.094], [-0.562, -0.689, -0.992], [0.320, -4.506, 1.440], [-1.786, -4.493, 0.752], [0.240, 0.530, 0.828], [-2.548, -1.094, -1.801], [6.881, -11.953, -6.149], [-0.942, 14.805, -7.239], [0.111, 0.134, 0.074], [-0.437, 4.403, 9.643], [-2.342, 0.306, 2.350]],
  "molar_mass_g_mol": 212.71,
  "e_tot_ha": -1448.89168,
  "relative_energy_ev": 8.701,
  "orbital_gap_ev": 10.33,
  "total_charge": -1,
  "homo_ev": -7.83
}

---

Q: Number 1 is which compound?
A: B2F8K